(1)
Formula: C53H125N5O16
Source: OMol25
Level of theory: ωB97M-V/def2-TZVPD

DFT total energy, Ha: -3571.47626
Net charge: 0
F_max, eV Å⁻¹: 5.01
E_HOMO, eV: -8.1
Structure (SMILES): CC1(C)CCCC(C)(C)N1O.CC1(C)CCCC(C)(C)N1O.CC1(C)CCCC(C)(C)N1O.CC1(C)CCCC(C)(C)N1O.CC1(C)CCCC(C)(C)N1O.OCCO.OCCO.OCCO.OCCO.O.O.O
Gap between HOMO and LUMO, eV: 8.2042

The geometry in XYZ format:
```
199
Properties=species:S:1:pos:R:3:mulliken_charge:R:1
C -4.584 -1.127 -0.666 -1.58
C -3.227 -0.922 0.057 2.24
C -3.508 -0.652 1.606 -0.29
C -2.463 -2.239 -0.036 -0.28
C -0.921 -1.976 0.320 -0.42
C -0.330 -0.962 -0.493 -0.19
C -1.012 0.417 -0.326 3.84
C -0.683 1.051 1.029 -1.35
C -0.505 1.336 -1.416 -1.80
N -2.483 0.215 -0.580 0.05
O -3.233 1.457 -0.534 -0.32
H -5.184 -1.977 -0.339 0.29
H -5.057 -0.146 -0.682 0.24
H -4.377 -1.505 -1.668 -0.16
H -2.665 -0.971 2.219 -0.49
H -3.799 0.380 1.802 0.06
H -4.333 -1.282 1.939 -0.40
H -2.846 -3.011 0.631 0.46
H -2.565 -2.553 -1.075 -0.76
H -0.843 -1.597 1.339 -0.70
H -0.376 -2.919 0.265 1.13
H 0.210 -1.292 -1.381 0.36
H 0.599 -0.785 0.048 -0.91
H 0.355 1.085 1.361 0.31
H -1.260 0.611 1.842 -0.09
H -1.008 2.091 1.044 0.28
H -0.895 1.047 -2.393 0.22
H 0.574 1.292 -1.266 0.15
H -0.766 2.377 -1.227 -0.26
H -3.316 1.521 0.420 0.37
C 2.726 -3.166 0.006 -2.31
C 3.811 -2.439 0.766 1.85
C 5.073 -2.417 -0.097 -1.87
C 3.270 -0.973 1.034 -0.55
C 4.214 -0.251 2.002 -1.18
C 4.363 -0.967 3.315 0.33
C 4.558 -2.509 3.152 1.67
C 6.103 -2.714 3.417 -1.75
C 3.759 -3.144 4.373 -2.07
N 3.962 -3.108 2.045 0.87
O 4.279 -4.402 2.007 -0.57
H 2.992 -4.197 -0.224 0.62
H 1.742 -3.108 0.470 0.05
H 2.765 -2.796 -1.019 0.54
H 6.048 -2.102 0.273 0.22
H 5.234 -3.429 -0.471 0.46
H 4.816 -1.854 -0.994 0.41
H 2.919 -0.481 0.127 0.97
H 2.281 -1.041 1.486 -0.25
H 5.229 0.036 1.726 0.49
H 3.712 0.680 2.264 0.00
H 3.451 -0.648 3.819 -1.34
H 5.093 -0.445 3.933 0.67
H 6.526 -2.152 4.250 0.38
H 6.643 -2.370 2.534 0.37
H 6.385 -3.751 3.602 0.37
H 4.129 -4.169 4.418 0.53
H 2.673 -3.081 4.310 0.35
H 4.007 -2.545 5.249 0.40
H 3.425 -4.812 2.166 0.39
C 2.135 2.022 6.122 -1.85
C 0.811 1.335 5.741 1.35
C 0.805 1.469 4.178 0.07
C 1.167 -0.156 6.145 -1.37
C 0.014 -1.147 5.935 0.31
C -1.217 -0.585 6.686 -1.92
C -1.624 0.872 6.321 2.26
C -2.617 0.857 5.186 -1.94
C -2.329 1.384 7.548 -1.87
N -0.425 1.787 6.364 0.34
O -0.708 3.142 5.991 -0.44
H 3.031 1.452 5.876 0.26
H 2.075 2.989 5.622 0.33
H 2.298 2.156 7.191 0.46
H 0.477 2.403 3.722 0.68
H 1.798 1.268 3.775 -0.18
H 0.090 0.829 3.661 -0.87
H 1.966 -0.636 5.579 -0.16
H 1.500 -0.294 7.173 0.63
H -0.142 -1.268 4.863 -0.45
H 0.230 -2.169 6.247 0.61
H -0.959 -0.706 7.739 0.47
H -2.073 -1.218 6.453 0.49
H -2.190 0.266 4.376 0.15
H -2.832 1.866 4.832 0.39
H -3.550 0.360 5.448 0.47
H -1.843 1.303 8.520 0.40
H -3.255 0.860 7.786 0.40
H -2.490 2.462 7.550 0.39
H -1.019 3.574 6.790 0.37
C 4.041 2.748 -5.985 -1.72
C 3.922 4.114 -5.290 1.76
C 3.335 5.151 -6.342 -1.86
C 2.876 3.859 -4.154 -1.62
C 3.366 3.053 -2.960 0.36
C 4.618 3.739 -2.398 -1.79
C 5.751 3.971 -3.529 1.71
C 6.851 4.905 -2.941 -1.71
C 6.510 2.608 -3.783 -1.77
N 5.145 4.672 -4.733 0.03
O 6.087 5.004 -5.743 -0.43
H 4.844 2.734 -6.721 0.42
H 4.305 1.909 -5.341 0.31
H 3.154 2.517 -6.574 0.41
H 3.848 5.228 -7.301 0.33
H 2.290 4.934 -6.566 0.41
H 3.191 6.132 -5.889 0.45
H 2.497 4.779 -3.708 0.34
H 1.964 3.393 -4.525 0.60
H 2.584 2.932 -2.210 -0.05
H 3.659 2.036 -3.222 0.16
H 5.224 3.207 -1.664 0.38
H 4.177 4.634 -1.958 0.64
H 7.580 4.356 -2.344 0.36
H 6.422 5.673 -2.298 0.36
H 7.491 5.503 -3.590 0.38
H 6.914 2.816 -4.774 0.37
H 5.916 1.698 -3.706 0.28
H 7.304 2.419 -3.061 0.53
H 6.184 4.186 -6.236 0.37
C -0.626 -5.366 -6.032 -1.66
C -1.005 -3.954 -6.567 1.74
C 0.060 -3.524 -7.563 -2.02
C -2.264 -4.029 -7.448 -1.23
C -3.481 -4.182 -6.542 -0.62
C -3.568 -2.995 -5.587 -1.30
C -2.328 -2.845 -4.703 1.75
C -2.424 -1.493 -3.919 -2.12
C -2.309 -3.889 -3.564 -1.64
N -1.137 -2.880 -5.569 0.16
O 0.077 -2.532 -4.868 -0.38
H 0.369 -5.382 -5.587 0.38
H -1.333 -5.825 -5.342 0.33
H -0.580 -6.046 -6.883 0.45
H 0.212 -4.210 -8.396 0.46
H 0.035 -2.542 -8.035 0.42
H 1.035 -3.758 -7.136 0.39
H -2.337 -3.301 -8.256 0.41
H -2.320 -5.009 -7.923 0.36
H -4.432 -4.005 -7.046 0.47
H -3.442 -5.126 -6.000 0.26
H -4.494 -2.967 -5.014 0.45
H -3.566 -2.117 -6.233 0.46
H -1.496 -1.257 -3.399 0.35
H -3.258 -1.491 -3.217 0.07
H -2.527 -0.666 -4.622 0.65
H -3.205 -3.805 -2.949 0.39
H -1.414 -3.810 -2.946 0.24
H -2.396 -4.912 -3.929 0.42
H 0.252 -3.198 -4.199 0.34
O -2.787 -5.546 4.411 -0.54
C -2.204 -5.433 3.112 -0.72
C -1.242 -4.263 3.068 1.12
O 0.097 -4.552 3.578 -0.52
H -2.434 -6.323 4.851 0.35
H -1.752 -6.314 2.656 0.39
H -3.030 -5.166 2.453 0.29
H -1.803 -3.436 3.502 -0.21
H -1.215 -3.948 2.025 -0.41
H -0.089 -4.565 4.520 0.31
O 1.996 6.201 2.337 -0.60
C 1.731 4.752 2.467 -0.39
C 2.634 3.731 1.786 0.34
O 2.396 3.596 0.375 -0.16
H 2.461 6.401 1.522 0.31
H 1.576 4.586 3.533 0.15
H 0.742 4.535 2.064 0.22
H 2.533 2.757 2.264 -0.45
H 3.693 3.966 1.890 0.64
H 3.262 3.496 -0.026 0.03
O -8.110 1.253 0.616 -0.54
C -6.988 1.965 1.159 0.30
C -6.436 3.117 0.334 -0.44
O -5.294 3.747 0.841 -0.53
H -8.257 0.526 1.225 0.26
H -7.198 2.487 2.093 0.28
H -6.289 1.144 1.321 -0.28
H -7.246 3.842 0.428 0.43
H -6.317 2.881 -0.723 0.30
H -4.840 4.272 0.178 0.26
O -0.971 5.523 -2.992 -0.52
C -2.268 4.807 -2.994 -0.65
C -2.787 4.524 -1.545 0.26
O -3.498 5.660 -0.938 -0.63
H -0.725 5.553 -3.920 0.28
H -3.037 5.349 -3.544 0.51
H -2.089 3.900 -3.572 0.35
H -2.074 4.016 -0.897 0.03
H -3.602 3.840 -1.783 0.02
H -2.955 6.410 -1.188 0.35
O -7.886 -3.854 0.121 -0.67
H -7.325 -3.203 0.543 0.45
H -8.766 -3.656 0.443 0.28
O -7.177 -1.881 1.745 -0.59
H -7.801 -1.215 2.033 0.22
H -6.323 -1.543 2.016 0.33
O -4.626 -2.619 4.721 -0.60
H -4.807 -3.258 5.411 0.28
H -3.828 -2.940 4.301 0.27
```


(2)
Formula: C3H5NO2
Source: OMol25
Level of theory: ωB97M-V/def2-TZVPD

DFT total energy, Ha: -322.47441
ΔE to the lowest compared entry with this formula, charge and spin, kJ/mol: 262.3
Net charge: 0
F_max, eV Å⁻¹: 3.70
E_HOMO, eV: -8.8
Gap between HOMO and LUMO, eV: 9.6518

The geometry in XYZ format:
```
11
Properties=species:S:1:pos:R:3:mulliken_charge:R:1
C -0.655 0.908 1.294 -0.17
C -1.602 0.536 0.321 -0.21
C -0.232 -1.086 0.591 0.50
N 0.202 -0.148 1.378 -0.59
O -1.373 -0.741 -0.042 -0.24
O 0.162 -2.335 0.365 -0.41
H -0.684 1.781 1.942 0.36
H -2.594 0.887 0.209 0.36
H 0.915 -0.936 -1.350 0.01
H 0.229 -0.611 -1.704 0.04
H 0.853 -2.410 1.015 0.36
```


(3)
Formula: C2H27O14
Source: OMol25
Level of theory: ωB97M-V/def2-TZVPD

DFT total energy, Ha: -1145.81838
ΔE to the lowest compared entry with this formula, charge and spin, kJ/mol: 232.3
Net charge: -1
F_max, eV Å⁻¹: 3.94
E_HOMO, eV: -5.0
Gap between HOMO and LUMO, eV: 7.2206

The geometry in XYZ format:
```
43
Properties=species:S:1:pos:R:3:mulliken_charge:R:1
C 14.046 -0.120 16.696 -0.69
C 14.198 0.741 17.934 0.62
O 14.302 0.143 19.000 -0.76
O 14.166 1.953 17.888 -0.71
H 13.153 -0.727 16.844 0.15
H 14.937 -0.741 16.601 0.19
H 13.862 0.574 15.876 0.24
O 15.799 -3.399 20.626 -0.63
H 15.827 -3.726 21.525 0.31
H 15.489 -2.497 20.708 0.32
O 12.201 -4.743 14.527 -0.65
H 12.536 -3.940 14.127 0.32
H 11.684 -4.441 15.274 0.32
O 11.364 -0.854 21.624 -0.64
H 12.199 -0.989 21.177 0.35
H 11.473 -0.026 22.092 0.29
O 14.813 2.591 22.143 -0.65
H 14.775 2.143 21.298 0.37
H 13.951 2.441 22.533 0.28
O 19.380 -2.130 17.537 -0.64
H 18.474 -1.998 17.258 0.33
H 19.897 -1.595 16.934 0.32
O 9.839 0.952 15.910 -0.65
H 9.919 0.076 16.287 0.33
H 9.898 1.542 16.661 0.31
O 11.136 4.055 19.187 -0.66
H 11.792 3.497 18.770 0.36
H 10.851 3.558 19.954 0.29
O 14.934 0.392 11.530 -0.64
H 15.243 0.834 10.739 0.31
H 14.907 1.081 12.194 0.32
O 10.260 -1.975 18.311 -0.62
H 10.542 -1.693 19.181 0.31
H 10.805 -2.737 18.116 0.29
O 15.714 4.439 15.622 -0.66
H 15.271 3.840 16.224 0.36
H 15.034 4.701 15.001 0.29
O 18.570 2.846 18.078 -0.64
H 17.921 3.324 18.594 0.32
H 18.403 1.924 18.277 0.31
O 12.554 -4.644 18.536 -0.60
H 12.514 -5.528 18.900 0.29
H 13.244 -4.209 19.037 0.33
```


(4)
Formula: C6H8O2
Source: OMol25
Level of theory: ωB97M-V/def2-TZVPD

DFT total energy, Ha: -383.65226
ΔE to the lowest compared entry with this formula, charge and spin, kJ/mol: 677.0
Net charge: 0
F_max, eV Å⁻¹: 6.36
E_HOMO, eV: -9.0
Gap between HOMO and LUMO, eV: 9.9598

The geometry in XYZ format:
```
16
Properties=species:S:1:pos:R:3:mulliken_charge:R:1
C 0.065 -0.102 1.916 -1.18
C -0.190 -0.048 0.517 0.66
C 0.394 -1.199 -0.469 -0.54
C -0.788 -0.519 -1.150 -0.50
C -0.249 0.948 -1.597 -0.66
C 0.178 1.173 -0.274 0.36
H -0.118 1.086 2.208 0.18
H -0.455 -0.856 2.763 0.27
H 1.092 -0.257 2.187 0.32
H 0.253 -2.416 -0.448 0.26
H 1.513 -0.890 -0.832 0.27
H -1.271 -1.086 -1.781 0.88
H -0.529 1.553 -2.433 0.46
H 0.300 2.017 0.485 0.27
O -1.416 -0.216 0.067 -0.53
O 1.221 0.813 -1.160 -0.51
```